Entry from the Open Molecules 2025 dataset: C62H40F15GeN8NaS5 as an isolated structure (ωB97M-V/def2-TZVPD).

The geometry in XYZ format:
```
132
Properties=species:S:1:pos:R:3:forces:R:3
Na 0.8825 -1.5028 0.1118 0.5 -0.9 0.8
C 2.1576 -4.7162 2.9767 0.1 0.0 0.0
C 1.3991 -4.1059 1.8345 -0.1 0.1 0.0
N 1.8992 -3.7480 0.7120 0.0 -0.2 0.2
N 3.2130 -4.0401 0.5010 0.0 0.0 0.0
C 3.9143 -3.5190 -0.5472 0.0 0.0 0.1
N 5.1428 -4.0951 -0.6801 0.1 0.0 0.0
S 3.4066 -2.2914 -1.5248 0.0 0.0 0.1
C -0.0703 -3.9009 2.0095 0.1 0.0 0.0
C -0.7692 -4.6238 2.9709 0.0 0.0 -0.1
C -2.1346 -4.4281 3.0968 0.0 -0.1 0.0
C -2.7575 -3.5128 2.2683 0.1 -0.1 -0.2
C -1.9743 -2.8326 1.3456 -0.1 -0.1 -0.1
N -0.6728 -3.0259 1.2054 0.1 0.1 0.1
H 3.1856 -4.3566 3.0110 0.0 0.0 0.0
H 1.7041 -4.4050 3.9142 0.0 0.0 0.0
H 2.1627 -5.8086 2.9307 0.0 0.0 0.0
H 3.7036 -4.6188 1.1688 0.0 0.0 0.0
H 5.2989 -5.0373 -0.3620 0.0 0.0 0.0
H 5.6849 -3.7791 -1.4651 0.0 0.0 0.0
H -0.2609 -5.3260 3.6142 0.0 0.0 0.0
H -2.6994 -4.9726 3.8418 0.0 0.0 0.0
H -3.8188 -3.3187 2.3352 0.0 0.0 0.0
H -2.4208 -2.1062 0.6750 0.0 0.1 0.0
N 0.0340 -1.8354 -1.8344 -0.5 -0.2 -0.7
S -0.7973 -1.7778 -3.0123 0.1 0.1 -0.1
N -1.0061 -0.3646 -3.8703 -0.1 0.1 0.1
S -0.6048 1.0182 -3.3066 0.0 -0.1 -0.1
N 0.8254 1.2939 -2.8370 0.0 0.0 0.0
S 1.3367 1.4492 -1.2362 -0.2 0.0 -0.1
N 0.8903 0.5818 -0.1734 0.0 1.0 -0.1
C 0.9462 3.1835 -0.9360 0.0 0.0 0.0
C 1.4552 4.2408 -1.6758 0.0 0.0 0.0
C 1.0746 5.5336 -1.3548 0.0 0.0 0.0
C 0.1887 5.7608 -0.3069 0.0 0.0 0.0
C -0.3079 4.6961 0.4274 0.0 0.0 0.0
C 0.0807 3.3987 0.1224 -0.1 0.0 0.0
C 3.0827 1.4583 -1.6189 0.0 -0.1 0.1
C 3.6267 1.8305 -2.8407 0.0 0.0 -0.1
C 5.0010 1.7948 -3.0005 0.0 0.0 0.0
C 5.8163 1.3821 -1.9534 0.0 0.0 0.0
C 5.2594 0.9869 -0.7491 0.0 0.0 0.0
C 3.8827 1.0190 -0.5770 0.1 0.1 0.0
C -0.8490 2.0495 -4.7308 0.0 0.0 0.0
C -0.0178 3.1419 -4.9027 0.0 0.0 0.0
C -0.2231 3.9755 -5.9945 0.0 0.0 0.1
C -1.2499 3.7105 -6.8851 0.0 0.0 0.0
C -2.0777 2.6097 -6.6972 0.0 0.0 0.0
C -1.8811 1.7682 -5.6162 0.0 0.0 0.0
C -1.8219 1.6097 -2.1442 0.0 0.0 0.0
C -2.3692 2.8773 -2.2812 0.0 0.1 0.0
C -3.2976 3.3106 -1.3473 0.0 0.0 0.0
C -3.6646 2.4861 -0.2956 0.0 0.0 0.0
C -3.1041 1.2227 -0.1705 0.1 -0.1 0.0
C -2.1743 0.7742 -1.0916 0.0 0.0 0.0
C -0.2763 -2.7875 -4.3999 0.1 0.0 0.0
C 1.0943 -2.7817 -4.6277 0.0 0.0 0.0
C 1.6117 -3.5583 -5.6493 0.0 0.0 0.0
C 0.7657 -4.3415 -6.4260 0.0 0.0 0.0
C -0.5971 -4.3494 -6.1786 0.0 0.0 0.0
C -1.1280 -3.5710 -5.1568 -0.1 0.0 -0.1
C -2.5121 -2.2710 -2.7865 0.0 -0.1 0.1
C -3.5977 -1.6239 -3.3539 0.0 0.0 -0.1
C -4.8801 -2.0489 -3.0381 0.0 0.0 0.0
C -5.0670 -3.1161 -2.1708 0.0 0.0 0.0
C -3.9731 -3.7604 -1.6091 0.0 0.0 0.0
C -2.6888 -3.3334 -1.9095 0.0 0.0 0.0
H 2.1651 4.0669 -2.4734 0.0 0.0 0.0
H 1.4796 6.3676 -1.9128 0.0 0.0 0.0
H -0.0997 6.7724 -0.0555 0.0 0.0 0.0
H -0.9905 4.8684 1.2495 0.0 0.0 0.0
H -0.2742 2.5481 0.6910 0.0 0.0 0.0
H 2.9833 2.1057 -3.6647 0.0 0.0 0.0
H 5.4372 2.0760 -3.9497 0.0 0.0 0.0
H 6.8895 1.3542 -2.0872 0.0 0.0 0.0
H 5.8899 0.6393 0.0579 0.0 0.0 0.0
H 3.4222 0.6832 0.3399 0.0 0.0 0.1
H 0.7715 3.3274 -4.1907 0.0 0.0 0.0
H 0.4222 4.8297 -6.1452 0.0 0.0 0.0
H -1.4067 4.3610 -7.7349 0.0 0.0 0.0
H -2.8739 2.4034 -7.3987 0.0 0.0 0.0
H -2.5019 0.8985 -5.4670 0.0 0.0 0.0
H -2.0736 3.5289 -3.0920 0.0 0.0 0.0
H -3.7245 4.2994 -1.4397 0.0 0.0 0.0
H -4.3819 2.8275 0.4366 0.0 0.0 0.0
H -3.3810 0.5856 0.6579 0.1 0.0 -0.2
H -1.6994 -0.1911 -0.9803 0.0 -0.1 0.0
H 1.7420 -2.1915 -3.9913 0.0 0.0 0.0
H 2.6777 -3.5603 -5.8321 0.0 0.0 0.0
H 1.1735 -4.9528 -7.2197 0.0 0.0 0.0
H -1.2546 -4.9652 -6.7777 0.0 0.0 0.0
H -2.1927 -3.5791 -4.9661 0.0 0.0 0.0
H -3.4385 -0.7932 -4.0258 0.0 0.0 0.0
H -5.7345 -1.5420 -3.4664 0.0 0.0 0.0
H -6.0689 -3.4420 -1.9261 0.0 0.0 0.0
H -4.1190 -4.5853 -0.9244 0.0 0.0 0.0
H -1.8215 -3.7916 -1.4515 0.0 0.0 0.0
F 2.9415 1.7613 2.4792 0.0 0.0 -0.1
C 2.0475 2.6153 2.9758 0.1 0.0 -0.1
C 0.9868 2.1665 3.7393 0.0 0.1 0.1
C 0.1629 3.1476 4.2621 0.0 0.1 0.0
F -0.8689 2.7987 5.0527 0.1 0.0 0.1
C 0.3274 4.4963 4.0032 0.0 -0.1 0.0
F -0.5183 5.4056 4.5010 0.0 0.0 0.0
C 1.3813 4.9020 3.2010 0.0 -0.1 0.0
F 1.5435 6.1943 2.9135 0.0 0.0 0.0
C 2.2522 3.9586 2.6908 -0.1 0.0 0.0
F 3.2661 4.3447 1.9112 0.0 0.0 0.0
Ge 0.6595 0.2579 4.1966 0.1 0.0 0.0
S 1.7398 -1.2666 3.2314 0.1 0.0 -0.1
C -1.2989 -0.0178 3.9474 -0.1 -0.1 0.1
C -1.8545 -1.1841 4.4471 -0.1 0.0 0.0
F -1.0831 -2.0868 5.0652 0.0 0.1 0.2
C -3.1981 -1.4940 4.3307 0.0 0.2 0.1
F -3.6881 -2.6339 4.8280 -0.1 0.1 0.2
C -4.0385 -0.6248 3.6594 0.1 0.0 0.0
F -5.3310 -0.9204 3.5067 0.0 0.0 0.0
C -3.5186 0.5349 3.1159 0.1 -0.1 0.1
F -4.3210 1.3707 2.4389 -0.1 0.0 0.3
C -2.1666 0.8090 3.2609 -0.1 0.1 -0.1
F -1.7296 1.9400 2.6749 -0.1 -0.1 0.0
C 0.9963 0.3939 6.1664 0.0 -0.1 0.0
C 0.0910 0.3395 7.2111 0.0 0.1 0.1
F -1.2317 0.3156 6.9845 -0.1 -0.2 -0.2
C 0.4741 0.3575 8.5438 0.1 0.0 -0.1
F -0.4374 0.3031 9.5189 0.0 0.0 0.0
C 1.8155 0.4546 8.8646 0.0 0.0 0.0
F 2.2004 0.4847 10.1403 0.0 0.0 0.0
C 2.7533 0.5450 7.8514 0.0 0.0 0.0
F 4.0487 0.6631 8.1541 0.0 0.0 0.0
C 2.3266 0.5177 6.5348 0.1 0.0 0.0
F 3.2711 0.6297 5.5892 0.0 0.0 0.0
```
Positions in Å, forces in eV/Å.

Its HOMO energy is -0.2621 Eh. The total energy comes out at -232727.3675 eV.